# 1
Here is C25H20CdN4O5S as an isolated structure from the Open Molecules 2025 dataset. Energies are from ωB97M-V/def2-TZVPD.

Charge: -2
LUMO level (alpha / beta): 4.5869 / 4.6197 eV
HOMO-LUMO gap (alpha / beta): 4.484 / 3.840 eV
E_tot: -57844.8629 eV

Structure (XYZ):
```
56
Properties=species:S:1:pos:R:3:forces:R:3
Cd -1.1275 0.5016 0.7480 -0.85 0.26 -2.25
O 0.7982 -1.6657 3.8928 0.00 0.18 0.00
C 0.0539 -1.1745 2.8467 -1.01 -1.03 -0.48
O 0.1601 0.0133 2.5069 0.28 -2.67 2.68
C -0.8633 -2.0838 2.2083 0.38 0.44 -0.09
C -1.3219 -3.3413 2.6759 -0.03 -0.01 -0.21
C -2.3909 -3.9152 2.0397 -0.01 0.00 0.03
C -3.0814 -3.2396 0.9921 -0.14 -0.09 -0.11
C -2.6052 -2.0135 0.5737 -0.05 0.23 0.19
N -1.4643 -1.5349 1.0833 -0.91 -0.61 0.35
C -3.4587 -1.0452 -0.3655 0.12 -0.03 0.14
O -4.4096 -1.5873 -0.9447 0.05 -0.11 -0.05
O -3.1308 0.1815 -0.4002 -0.80 -1.36 0.73
H 1.3179 -0.8977 4.1690 0.02 -0.04 0.04
H -0.8662 -3.8041 3.5416 0.06 0.01 -0.02
H -2.7699 -4.8706 2.3891 0.02 0.00 0.01
H -3.9911 -3.6329 0.5622 0.00 0.03 0.00
S 3.6280 0.9684 0.9246 0.15 -0.02 0.00
C 3.4397 -0.2704 -0.2854 0.03 -0.04 -0.08
C 4.4207 -0.9352 -0.9882 -0.11 0.00 0.02
C 4.0543 -1.9163 -1.9139 0.14 -0.10 -0.13
C 2.7076 -2.2119 -2.1084 -0.02 0.08 0.08
C 1.7195 -1.5447 -1.4053 0.02 -0.08 0.22
C 2.0492 -0.5363 -0.4676 0.04 0.00 0.15
N 1.1973 0.1728 0.2910 1.40 1.06 0.14
C 1.8697 1.0695 1.1199 -0.85 0.52 -0.20
C 1.3076 2.0279 2.0422 -0.18 -0.77 -0.93
C 2.1127 2.8659 2.8366 -0.03 -0.08 0.39
C 1.5657 3.7706 3.7311 0.15 -0.04 -0.07
C 0.1735 3.8921 3.8748 -0.25 -0.28 0.38
C -0.6703 3.1073 3.1076 1.01 -0.60 1.50
C -0.1441 2.1691 2.2016 -0.47 6.06 -3.21
H 5.4672 -0.7031 -0.8230 0.00 0.01 0.01
H 4.8160 -2.4475 -2.4723 0.00 0.01 0.00
H 2.4245 -2.9781 -2.8225 0.00 -0.01 0.01
H 0.6709 -1.7882 -1.5690 1.40 -0.87 0.87
H 3.1948 2.8090 2.7585 -0.01 0.02 -0.10
H 2.2244 4.3961 4.3252 0.02 0.02 -0.04
H -0.2376 4.6133 4.5763 0.03 0.02 -0.01
H -1.7454 3.1991 3.1890 -0.02 0.17 -0.33
O -0.9084 2.5219 0.9424 1.20 -1.54 1.94
C -0.2772 -0.9291 -4.9386 0.02 -0.07 0.33
C -0.7182 -0.0218 -3.8363 -0.09 0.15 -0.41
C -1.2610 1.2442 -3.8841 0.07 -0.11 0.27
C -1.4639 1.6112 -2.5272 0.01 0.00 -0.46
N -1.0804 0.6303 -1.7392 0.64 0.44 -0.17
N -0.6291 -0.3395 -2.5314 -0.46 -0.06 -0.43
C -2.0285 2.8863 -1.9982 0.03 -0.02 -0.04
H -0.4439 -0.4514 -5.9025 0.00 0.00 0.00
H -0.8375 -1.8667 -4.9106 0.05 -0.02 -0.09
H 0.7866 -1.1594 -4.8381 -0.01 -0.05 -0.07
H -1.4760 1.8253 -4.7667 0.00 -0.01 0.00
H -0.2411 -1.1809 -2.1103 -0.96 1.09 -0.74
H -2.2814 3.5475 -2.8306 -0.01 -0.01 0.01
H -1.3062 3.3841 -1.3508 -0.08 -0.04 0.13
H -2.9290 2.6786 -1.4196 0.05 0.01 0.08
```
Positions in Å, forces in eV/Å.

---

# 2
Here is C25H20F5InN4O6S3 as an isolated structure from the Open Molecules 2025 dataset. Energies are from ωB97M-V/def2-TZVPD.

Charge: -2
LUMO level: 3.8839 eV
HOMO-LUMO gap: 5.470 eV
ΔE to the lowest compared entry with this formula, charge and spin: 29.48 kcal per mole
E_tot: -95766.7191 eV

Structure (XYZ):
```
64
Properties=species:S:1:pos:R:3:forces:R:3
In -1.1268 -0.7986 0.5130 0.39 0.43 1.00
O -1.7617 3.4431 1.1522 -0.05 -0.14 0.02
C -1.8169 2.2941 0.7221 -0.14 0.29 0.00
O -1.4331 1.2425 1.3315 0.14 -0.68 -0.25
C -2.4185 2.0858 -0.6576 0.11 0.06 -0.02
C -3.0917 3.1232 -1.2910 0.00 0.09 0.02
C -3.6084 2.8991 -2.5522 0.04 -0.07 0.02
C -3.4402 1.6451 -3.1220 0.03 -0.01 -0.02
C -2.7567 0.6650 -2.4177 -0.09 0.16 -0.09
N -2.2466 0.8945 -1.2087 -0.13 -0.06 0.28
H -3.1827 4.0661 -0.7713 0.03 0.01 -0.02
H -4.1299 3.6812 -3.0922 -0.02 0.02 0.05
H -3.8383 1.4246 -4.1041 0.03 -0.05 0.00
H -2.6077 -0.3262 -2.8196 0.01 -0.13 -0.02
O -1.8958 -2.2359 -2.8669 0.18 0.29 -0.04
S -1.9075 -2.6220 -1.4354 -0.65 -1.04 -1.78
O -2.2305 -4.0188 -1.2794 0.08 -0.10 0.19
O -2.8394 -1.7358 -0.6626 0.31 0.28 0.02
O -0.5217 -2.2989 -0.9028 0.09 0.35 0.38
C 2.4143 -1.6665 -0.1613 -0.03 0.11 0.19
C 2.0816 -1.1421 1.2048 0.14 0.01 0.09
C 2.9862 -0.9406 2.2268 0.03 -0.01 -0.11
C 2.2546 -0.4583 3.3339 -0.04 0.04 0.08
C 0.9335 -0.3922 2.9463 0.23 0.09 0.10
C -0.2070 0.0061 3.8314 0.05 -0.21 -0.20
N 0.8178 -0.8040 1.6400 -0.26 0.21 -0.47
H 3.0837 -2.5271 -0.0801 -0.01 -0.01 0.02
H 2.9231 -0.9085 -0.7656 -0.05 -0.02 -0.06
H 1.5154 -1.9848 -0.6726 0.01 -0.06 -0.21
H 4.0525 -1.1124 2.1673 0.00 -0.05 -0.02
H 2.6359 -0.2005 4.3124 -0.03 0.01 0.02
H 0.1420 0.7351 4.5646 -0.03 0.02 0.02
H -0.6030 -0.8576 4.3738 -0.04 0.03 0.01
H -1.0011 0.4654 3.2510 -0.11 0.06 0.15
F -4.2369 -1.8721 7.1398 -0.03 0.02 0.07
C -3.6705 -2.1125 5.9418 0.05 -0.08 -0.16
C -3.7738 -1.1900 4.9147 -0.07 0.01 0.12
F -4.4567 -0.0543 5.1333 -0.02 0.07 -0.03
C -3.2041 -1.4488 3.6873 0.14 -0.43 -0.16
F -3.3696 -0.5526 2.7081 -0.03 0.19 0.08
C -2.4763 -2.6201 3.4131 -0.28 0.18 0.42
S -1.7243 -2.9502 1.9042 0.09 0.03 0.14
C -2.4334 -3.5432 4.4714 0.03 0.20 -0.28
F -1.8111 -4.7175 4.2955 0.05 -0.06 0.09
C -3.0055 -3.3017 5.7029 -0.07 0.12 0.04
F -2.9276 -4.2177 6.6859 0.02 -0.06 0.04
N 0.6779 -0.8283 -3.6763 -0.64 -0.96 -0.24
C 1.3425 0.1610 -3.0833 0.16 0.91 0.30
S 0.7973 0.9786 -1.7423 0.18 -0.08 -0.11
N 2.4944 0.5046 -3.7810 -0.15 -0.38 -0.08
C 3.4671 1.4874 -3.5797 0.13 0.17 0.12
C 3.7709 2.0658 -2.3445 -0.11 -0.09 -0.01
C 4.7658 3.0256 -2.2557 0.04 0.02 -0.10
C 5.4867 3.4213 -3.3735 0.05 0.08 -0.01
C 5.2067 2.8326 -4.5965 0.00 -0.03 -0.03
C 4.2112 1.8767 -4.6983 -0.07 -0.03 0.00
H -0.1912 -1.2510 -3.3053 0.26 0.30 0.26
H 1.1443 -1.3971 -4.3656 0.02 0.03 0.05
H 2.5401 0.0833 -4.6952 0.08 0.05 -0.03
H 3.2156 1.7730 -1.4701 -0.03 -0.04 0.06
H 4.9785 3.4724 -1.2929 -0.03 -0.03 0.02
H 6.2527 4.1831 -3.2986 0.01 -0.02 0.03
H 5.7570 3.1227 -5.4837 0.00 -0.01 0.01
H 3.9966 1.4291 -5.6634 -0.03 0.00 0.00
```
Positions in Å, forces in eV/Å.

---

# 3
Here is one molecule with the formula C25H20N2O6S from the Open Molecules 2025 dataset. Energies are from ωB97M-V/def2-TZVPD.

LUMO level: -1.0485 eV
HOMO-LUMO gap: 7.127 eV
Structure (SMILES): Cc1cccc(NC(=O)CN2C(=O)S/C(=C\c3ccc(-c4cccc(C(=O)O)c4C)o3)C2=O)c1
ΔE to the lowest compared entry with this formula, charge and spin: 5.31 kcal per mole
E_tot: -52351.9099 eV

Structure (XYZ):
```
54
Properties=species:S:1:pos:R:3:forces:R:3
C 8.3278 0.5398 -2.4988 0.00 -0.02 -0.02
C 7.3821 -0.1956 -1.5987 -0.06 -0.19 0.08
C 7.4413 -1.5816 -1.5049 0.03 0.03 -0.03
C 6.5690 -2.2651 -0.6771 0.00 0.00 0.00
C 5.6303 -1.5768 0.0673 -0.04 0.09 0.01
C 5.5627 -0.1885 -0.0181 0.21 -0.07 -0.21
N 4.6001 0.4548 0.7709 -0.01 -0.55 0.13
C 4.2936 1.7688 0.8270 -0.46 0.14 0.46
O 4.8139 2.6585 0.1952 0.13 0.22 -0.14
C 3.1747 2.0628 1.8526 0.38 0.18 0.02
N 1.8823 1.5330 1.4549 0.59 -0.14 0.19
C 0.9062 2.3795 0.9793 -0.73 -0.22 -0.18
O 1.0033 3.5596 0.8268 0.11 0.21 -0.03
S -0.5771 1.4404 0.6478 -0.01 0.36 -0.04
C 0.1804 -0.0399 1.1915 -0.84 -0.63 -0.17
C -0.3983 -1.2648 1.2336 0.70 1.03 0.04
C -1.7361 -1.5317 0.8606 -0.49 -1.42 0.00
C -2.4448 -2.7208 0.8097 0.73 0.84 0.11
C -3.7356 -2.3940 0.3817 -0.18 0.81 -0.18
C -3.7572 -1.0229 0.1940 -0.46 -1.15 0.06
C -4.7666 -0.0892 -0.2835 0.02 0.47 -0.15
C -4.2966 1.0451 -0.9526 -0.11 -0.11 0.04
C -5.1728 1.9645 -1.4895 -0.03 0.00 0.01
C -6.5321 1.7620 -1.3527 -0.05 -0.10 0.08
C -7.0163 0.6693 -0.6350 0.29 0.16 -0.11
C -8.5023 0.6091 -0.5477 -0.45 0.06 -0.28
O -9.2300 0.8359 -1.4792 0.05 0.03 -0.03
O -8.9866 0.3498 0.6768 0.01 -0.04 0.56
C -6.1454 -0.2777 -0.0872 0.07 0.10 0.03
C -6.6584 -1.4618 0.6708 -0.10 -0.04 0.08
O -2.5423 -0.5164 0.4760 0.03 0.26 0.03
C 1.5557 0.2019 1.6055 0.27 -0.12 0.15
O 2.3297 -0.6354 2.0325 -0.04 -0.01 0.09
C 6.4392 0.4957 -0.8527 0.01 0.14 -0.03
H 8.1893 1.6139 -2.4121 0.04 0.08 -0.04
H 8.1634 0.2502 -3.5363 0.03 0.04 -0.08
H 9.3590 0.2971 -2.2460 0.08 0.04 -0.03
H 8.1747 -2.1247 -2.0829 0.08 -0.07 -0.06
H 6.6205 -3.3418 -0.6090 0.00 -0.08 0.01
H 4.9471 -2.1062 0.7161 -0.07 -0.06 0.07
H 4.0449 -0.1734 1.3497 0.04 0.31 -0.06
H 3.0731 3.1468 1.9385 0.05 -0.23 -0.03
H 3.4438 1.6250 2.8186 -0.06 0.06 -0.08
H 0.2007 -2.0948 1.5800 0.05 -0.04 0.03
H -2.0675 -3.6942 1.0485 0.15 -0.18 0.07
H -4.5309 -3.0848 0.1982 -0.23 -0.04 -0.03
H -3.2315 1.1829 -1.0582 0.08 0.03 -0.05
H -4.7998 2.8269 -2.0190 0.03 0.08 -0.05
H -7.2406 2.4523 -1.7843 -0.05 0.05 -0.04
H -9.9567 0.3858 0.6594 0.16 0.03 -0.28
H -7.6248 -1.2494 1.1131 0.05 -0.09 0.00
H -5.9677 -1.7355 1.4641 0.00 -0.08 0.03
H -6.7719 -2.3138 0.0002 0.00 -0.14 0.02
H 6.3812 1.5697 -0.9152 0.00 0.04 0.00
```
Positions in Å, forces in eV/Å.

---

# 4
Here is one molecule with the formula C25H20N4O2S from the Open Molecules 2025 dataset. Energies are from ωB97M-V/def2-TZVPD.

LUMO level: 0.4769 eV
HOMO-LUMO gap: 8.149 eV
Structure (SMILES): COC(=O)c1ccc(CSc2nnc(-c3c[nH]c4ccccc34)n2-c2ccccc2)cc1
ΔE to the lowest compared entry with this formula, charge and spin: 0.00 kcal per mole
E_tot: -47141.1147 eV

Structure (XYZ):
```
52
Properties=species:S:1:pos:R:3:forces:R:3
C 4.6828 4.1434 -1.6476 0.21 0.12 -0.35
O 4.1982 3.1829 -0.7235 -0.18 -0.19 0.31
C 4.5705 1.9133 -0.9520 0.17 0.08 -0.27
O 5.2712 1.5923 -1.8820 -0.06 0.06 0.09
C 4.0301 0.9697 0.0529 -0.17 -0.16 0.24
C 3.1640 1.3783 1.0636 0.18 0.03 -0.23
C 2.6786 0.4579 1.9731 0.06 -0.13 0.11
C 3.0510 -0.8800 1.8878 0.12 0.23 -0.04
C 2.4624 -1.8898 2.8138 -0.46 -0.13 -0.21
S 1.1783 -2.8394 1.9001 0.24 -0.29 0.29
C 0.0324 -1.5455 1.7114 0.07 -0.10 0.08
N -0.1774 -0.5653 2.5446 0.73 -0.83 0.33
N -1.1504 0.1970 2.0349 -0.94 0.79 -0.48
C -1.5475 -0.3210 0.8991 0.39 -0.26 0.09
C -2.5705 0.2297 0.0589 -0.34 0.03 -0.56
C -2.8386 -0.0359 -1.2613 0.28 -0.07 0.24
N -3.8947 0.7178 -1.6781 -0.12 -0.03 -0.37
C -4.3369 1.4937 -0.6410 0.06 0.20 0.57
C -5.3779 2.4112 -0.5783 -0.08 0.04 -0.05
C -5.5868 3.0506 0.6249 -0.08 0.02 -0.15
C -4.7838 2.7880 1.7388 0.04 0.02 0.17
C -3.7505 1.8791 1.6835 -0.08 0.08 0.06
C -3.5210 1.2203 0.4783 -0.20 -0.01 -0.37
N -0.8083 -1.4548 0.6340 0.10 0.60 0.78
C -0.8578 -2.3462 -0.4540 -0.06 -0.44 -0.56
C 0.2509 -2.4729 -1.2818 -0.12 0.13 0.06
C 0.2095 -3.3600 -2.3420 0.03 -0.03 -0.05
C -0.9286 -4.1137 -2.5762 0.00 -0.04 -0.05
C -2.0305 -3.9848 -1.7462 -0.07 -0.03 -0.03
C -1.9997 -3.1046 -0.6802 0.14 0.06 0.13
C 3.9168 -1.2858 0.8748 -0.02 0.11 0.07
C 4.4046 -0.3708 -0.0338 0.02 0.14 -0.08
H 4.3261 3.9159 -2.6546 0.04 0.05 0.08
H 4.3015 5.1055 -1.3151 0.01 -0.05 0.00
H 5.7749 4.1448 -1.6564 -0.10 0.03 -0.01
H 2.8687 2.4136 1.1269 -0.02 0.08 0.02
H 1.9909 0.7689 2.7449 -0.04 0.01 0.05
H 3.1873 -2.6378 3.1315 -0.03 0.01 0.05
H 1.9687 -1.4347 3.6694 0.15 -0.04 0.05
H -2.3410 -0.6998 -1.9421 0.04 -0.07 -0.09
H -4.2782 0.7126 -2.6081 0.06 -0.01 0.12
H -5.9971 2.6138 -1.4399 -0.08 0.04 -0.06
H -6.3871 3.7708 0.7108 -0.06 0.06 -0.01
H -4.9841 3.3145 2.6601 0.00 0.03 0.09
H -3.1190 1.6724 2.5322 0.03 0.02 0.09
H 1.1326 -1.8788 -1.0908 0.06 0.06 0.04
H 1.0693 -3.4606 -2.9866 0.07 -0.01 -0.06
H -0.9565 -4.8048 -3.4050 0.00 -0.06 -0.07
H -2.9161 -4.5758 -1.9251 -0.07 -0.05 -0.01
H -2.8503 -2.9962 -0.0238 -0.06 0.02 0.07
H 4.1938 -2.3277 0.7997 0.05 -0.11 -0.03
H 5.0751 -0.6710 -0.8247 0.06 -0.02 -0.05
```
Positions in Å, forces in eV/Å.